{
  "formula": "C5HN3O",
  "method": "the ωB97M-V functional and the def2-TZVPD basis",
  "symbols": ["C", "C", "C", "C", "C", "N", "N", "N", "O", "H"],
  "positions_angstrom": [[-0.937168, -0.928118, -0.582069], [-0.412074, 1.795381, -0.728631], [-0.036269, -0.282982, 1.443346], [1.427182, -1.123305, -0.017572], [0.222231, -0.681650, 0.135042], [-1.805145, -1.125016, -1.342006], [0.417707, 2.027804, -1.478608], [-0.275959, 0.259103, 2.425649], [2.496767, -1.540557, 0.046720], [-1.097271, 1.599340, 0.098129]],
  "atomic_forces_ev_per_a": [[-2.3, -1.1, -4.0], [-0.5, 0.4, 1.0], [0.1, 1.5, 1.5], [3.5, -1.8, -0.2], [-1.7, -0.3, 1.0], [1.5, 0.4, 1.9], [0.1, 0.1, -0.4], [-0.2, -0.2, 0.5], [-0.9, 0.7, -0.5], [0.3, 0.4, -0.8]],
  "charge": 0,
  "smiles": "N#CC(=C=O)C#N.C#N",
  "relative_energy_ev": 0.761,
  "e_tot_ha": -430.5257,
  "homo_ev": -10.81
}